1.
10
Properties=species:S:1:pos:R:3 method="wB97M-V/def2-TZVPD" charge=0 gap_ev=10.23 e_lumo_ev=-0.073
N -1.504 0.219 0.034
N 1.046 1.029 -0.056
O 0.523 2.120 -0.302
O 2.207 0.845 0.257
O 0.428 -1.760 0.621
Si -0.044 -0.457 -0.263
H -1.460 1.231 -0.127
H -2.384 -0.122 0.288
H 0.630 -1.954 1.459
H 0.558 -1.151 -1.910

***

2.
16
Properties=species:S:1:pos:R:3 method="wB97M-V/def2-TZVPD" charge=0 gap_ev=9.90 e_lumo_ev=1.083
C 1.037 -0.265 -0.089
C 1.309 1.193 -0.117
C 0.440 0.582 0.964
C -1.215 0.438 -0.638
C -0.233 -0.746 -0.760
C -0.925 -1.224 0.524
H 2.245 1.518 0.206
H 0.933 1.877 -0.893
H 0.706 0.580 2.052
H -2.252 0.281 -0.892
H -0.772 1.330 -1.105
H -0.035 -1.298 -1.693
H -0.350 -1.708 1.279
H -1.904 -1.628 0.394
N -1.026 0.239 0.782
F 2.042 -1.169 -0.013

***

3.
18
Properties=species:S:1:pos:R:3 method="wB97M-V/def2-TZVPD" charge=+1 gap_ev=9.23 e_lumo_ev=-2.988
C 1.887 0.251 0.132
C -3.103 0.241 -0.231
C -1.870 -0.448 -0.646
N 2.343 -0.936 -0.250
N 2.137 1.329 -0.603
N 1.220 0.366 1.273
S -1.632 1.282 -0.145
S -1.139 -1.758 0.344
H -3.827 0.516 -0.988
H -3.533 0.001 0.732
H -1.685 -0.632 -1.696
H 2.901 -1.047 -1.081
H 2.146 -1.761 0.294
H 2.687 1.269 -1.444
H 1.761 2.232 -0.362
H 0.939 -0.454 1.789
H 0.753 1.226 1.517
H -1.984 -1.678 1.367

***

4.
17
Properties=species:S:1:pos:R:3 method="wB97M-V/def2-TZVPD" charge=0 gap_ev=7.52 e_lumo_ev=-0.457
C 2.287 -0.001 -0.002
C 0.976 -0.787 -0.138
C -0.139 -0.140 0.630
C -1.602 0.091 -1.396
O 0.158 -0.047 1.911
C -1.342 0.324 0.084
C -2.314 1.021 0.825
H 3.078 -0.494 -0.573
H 2.596 0.059 1.045
H 2.174 1.018 -0.386
H 1.111 -1.798 0.265
H 0.694 -0.887 -1.187
H -2.587 0.503 -1.621
H -0.873 0.595 -2.043
H -1.606 -0.973 -1.667
H -0.603 0.385 2.354
H -2.007 1.132 1.898

***

5.
15
Properties=species:S:1:pos:R:3 method="wB97M-V/def2-TZVPD" charge=-1 gap_ev=6.96 e_lumo_ev=3.869
O -0.235 -2.379 -0.237
C 0.211 -1.360 -0.706
C 0.967 -0.184 -0.137
C 0.484 0.992 -1.116
S -1.045 1.834 -0.568
N 0.946 0.153 1.252
H 0.215 -1.431 -1.845
H 2.002 -0.444 -0.452
H 1.347 1.674 -1.143
H 0.207 0.562 -2.093
H 0.102 -0.132 1.703
H 1.140 1.127 1.416
H -1.936 0.444 1.720
H -1.933 -0.471 0.702
O -2.471 -0.383 1.505

***

6.
79
Properties=species:S:1:pos:R:3 method="wB97M-V/def2-TZVPD" charge=+2 gap_ev=6.31 e_lumo_ev=-6.384
Pb -0.755 0.069 -0.756
C -4.232 2.354 1.241
C -3.494 1.396 0.542
N -2.254 1.617 0.145
C -1.654 2.813 0.385
C -2.297 3.798 1.160
C -3.622 3.535 1.570
C -1.598 4.981 1.490
C -0.310 5.120 1.068
C 0.321 4.147 0.259
C -0.345 3.015 -0.159
N 0.128 2.008 -1.000
C 1.264 2.112 -1.812
C 1.820 3.278 -2.289
C 2.964 3.268 -3.116
C 3.553 2.106 -3.514
C 2.962 0.881 -3.133
C 3.414 -0.371 -3.603
C 2.733 -1.517 -3.296
C 1.588 -1.421 -2.500
N 1.169 -0.268 -2.013
C 1.824 0.890 -2.300
H -5.253 2.143 1.525
H -3.930 0.433 0.300
H -4.153 4.288 2.140
H -2.093 5.754 2.062
H 0.248 6.009 1.330
H 1.344 4.311 -0.035
H 1.364 4.226 -2.060
H 3.366 4.216 -3.446
H 4.430 2.103 -4.147
H 4.292 -0.406 -4.236
H 3.044 -2.482 -3.670
H 0.999 -2.302 -2.268
F -2.947 -2.296 -0.719
C -2.923 -1.778 -1.959
C -2.057 -0.739 -2.242
C -2.017 -0.221 -3.524
F -1.178 0.774 -3.808
C -2.843 -0.724 -4.513
F -2.812 -0.229 -5.737
C -3.715 -1.761 -4.206
F -4.506 -2.243 -5.140
C -3.762 -2.298 -2.925
F -4.594 -3.288 -2.649
C -2.769 -2.611 4.261
C -1.411 -2.766 4.513
C -0.478 -2.301 3.604
C -0.908 -1.678 2.428
C -2.266 -1.524 2.184
C -3.199 -1.994 3.097
P 0.342 -1.093 1.285
C 1.187 -2.507 0.582
C 2.504 -2.416 0.128
C 3.103 -3.520 -0.458
C 2.389 -4.702 -0.610
C 1.070 -4.789 -0.176
C 0.467 -3.696 0.423
C 1.506 -0.034 2.127
C 2.557 -0.612 2.849
C 3.393 0.199 3.597
C 3.195 1.574 3.621
C 2.148 2.145 2.914
C 1.299 1.342 2.170
H -3.494 -2.979 4.975
H -1.079 -3.253 5.421
H 0.578 -2.429 3.809
H -2.610 -1.056 1.277
H -4.257 -1.884 2.897
H 3.057 -1.490 0.222
H 4.127 -3.457 -0.800
H 2.863 -5.563 -1.061
H 0.519 -5.712 -0.293
H -0.553 -3.771 0.782
H 2.722 -1.681 2.837
H 4.203 -0.245 4.161
H 3.858 2.200 4.204
H 1.984 3.214 2.947
H 0.469 1.792 1.642

***

7.
94
Properties=species:S:1:pos:R:3 method="wB97M-V/def2-TZVPD" multiplicity=6 charge=+2 gap_ev="6.02 / 5.34" e_lumo_ev="-5.347 / -6.350"
Ir 0.006 -0.241 -0.022
O 0.026 -0.470 2.576
C 0.085 0.902 2.976
C 1.119 1.617 2.148
C 1.868 2.637 2.712
C 2.758 3.346 1.923
C 2.887 3.004 0.586
C 2.130 1.962 0.098
N 1.263 1.275 0.857
H -0.825 -0.838 2.841
H 0.358 0.981 4.028
H -0.886 1.386 2.824
H 1.757 2.853 3.765
H 3.345 4.149 2.347
H 3.565 3.529 -0.071
H 2.208 1.650 -0.934
C -10.251 -9.526 0.541
O -8.849 -9.753 0.631
C -8.025 -8.697 0.557
C -8.446 -7.377 0.403
C -7.502 -6.365 0.337
C -6.142 -6.640 0.421
C -5.733 -7.970 0.578
C -6.658 -8.983 0.645
C -5.129 -5.596 0.347
N -3.829 -5.783 0.476
C -3.273 -4.550 0.331
C -4.235 -3.585 0.112
N -5.423 -4.272 0.128
C -3.923 -2.211 -0.080
C -4.852 -1.184 -0.322
C -4.415 0.101 -0.511
C -3.045 0.368 -0.450
N -2.155 -0.581 -0.203
C -2.561 -1.861 -0.031
C -1.539 -2.862 0.186
N -0.245 -2.457 0.182
C 0.712 -3.352 0.357
C 0.444 -4.712 0.547
C -0.858 -5.143 0.552
C -1.886 -4.206 0.366
H -10.715 -10.503 0.620
H -10.513 -9.073 -0.417
H -10.596 -8.891 1.360
H -9.495 -7.130 0.336
H -7.865 -5.350 0.224
H -4.677 -8.191 0.644
H -6.354 -10.014 0.764
H -6.345 -3.901 -0.019
H -5.911 -1.406 -0.368
H -5.107 0.907 -0.710
H -2.658 1.365 -0.612
H 1.725 -2.973 0.337
H 1.266 -5.401 0.676
H -1.117 -6.185 0.686
C 3.123 0.334 -3.991
N 2.012 -0.007 -3.099
C 2.089 -1.231 -2.324
C 0.849 0.674 -3.088
C 0.658 1.794 -4.067
O -0.057 0.393 -2.282
H 4.049 -0.026 -3.548
H 3.206 1.411 -4.105
H 3.004 -0.122 -4.975
H 2.958 -1.791 -2.666
H 1.186 -1.818 -2.484
H 3.024 -0.659 -0.641
H 0.968 1.517 -5.074
H 1.250 2.659 -3.759
H -0.392 2.070 -4.069
N 2.555 -3.242 4.097
C 3.307 -2.591 3.259
O 2.157 -1.006 -0.931
C 3.485 -1.268 3.044
C 3.953 -0.782 1.790
N 4.280 -0.418 0.749
C 3.089 -0.338 4.058
N 2.708 0.354 4.894
H 1.772 -2.777 4.547
H 2.738 -4.194 4.377
Cl 2.078 8.607 -0.050
C 1.255 7.117 -0.302
C 0.765 6.407 0.794
C 0.115 5.212 0.594
C -0.071 4.680 -0.708
C -0.692 3.444 -0.903
C 0.422 5.443 -1.798
C 1.076 6.636 -1.599
H 0.893 6.811 1.789
H -0.275 4.665 1.444
H -0.861 3.036 -1.888
H -1.032 2.878 -0.044
H 0.269 5.079 -2.807
H 1.447 7.213 -2.435

***

8.
18
Properties=species:S:1:pos:R:3 method="wB97M-V/def2-TZVPD" charge=+1 gap_ev=10.29 e_lumo_ev=-4.783
C 1.337 -1.797 -0.896
C 1.402 -0.557 -0.026
C 0.053 0.150 0.031
C -0.032 2.328 1.181
N 0.263 1.622 0.178
H 2.270 -2.359 -0.931
H 1.028 -1.545 -1.914
H 0.631 -2.533 -0.493
H 2.151 0.142 -0.401
H 1.732 -0.793 0.984
H -0.633 -0.140 0.814
H -0.493 0.067 -0.909
H -0.437 1.909 2.092
H 0.152 3.391 1.196
H 0.640 2.085 -0.644
H -3.697 -0.248 0.497
H -3.401 -1.134 -0.712
O -2.968 -0.588 -0.046

***

9.
39
Properties=species:S:1:pos:R:3 method="wB97M-V/def2-TZVPD" multiplicity=5 charge=+1 gap_ev="6.58 / 5.11" e_lumo_ev="-4.119 / -5.801"
Os 0.038 0.004 0.250
S 4.047 1.735 0.195
C 4.297 0.072 0.530
C 3.148 -0.628 0.756
C 2.003 0.196 0.656
C 2.342 1.520 0.366
C 1.326 2.534 0.386
C 1.526 3.909 0.271
C 0.453 4.757 0.454
C -0.802 4.221 0.727
C -0.940 2.850 0.800
N 0.088 2.021 0.618
H 5.299 -0.306 0.547
H 3.136 -1.677 1.005
H 2.514 4.287 0.062
H 0.593 5.824 0.403
H -1.659 4.855 0.878
H -1.894 2.377 1.004
C -2.362 -1.236 -4.044
N -2.576 -1.864 -2.768
C -3.067 -3.125 -2.560
C -3.168 -3.319 -1.224
N -2.740 -2.168 -0.618
C -2.364 -1.288 -1.571
S -1.767 0.276 -1.337
H -2.558 -1.954 -4.835
H -1.333 -0.881 -4.134
H -3.035 -0.384 -4.165
H -3.316 -3.773 -3.374
H -3.501 -4.169 -0.670
H -2.707 -2.007 0.381
Se 3.050 -0.152 4.104
Sb 0.628 0.227 4.239
Se -0.228 -1.295 6.016
Se -0.074 2.561 4.525
Se -0.716 -0.758 2.210
O 0.445 -3.978 0.148
N 0.408 -2.839 0.515
O 0.185 -1.884 -0.325

***

Computed values of energy relative to the best compared isomer or geometry (same formula, charge and spin) (unit: kcal per mole) for the preceding records, in sequence: 24.8; 76.6; 0.0; 74.2; 57.8; 0.0; 6.2; 27.5; 16.2.
Computed values of molecular weight (unit: g/mol) for the preceding records, in sequence: 108.13; 113.13; 152.27; 98.14; 122.17; 906.86; 948.48; 90.15; 948.23.